(1)
The following is a DFT calculation (ωB97M-V with the def2-TZVPD basis set) of a cluster of 7 separate species, C41H91BrN5O3 in total in a non-equilibrium geometry.

Properties
LUMO: -5.48 eV
energy relative to the best compared isomer or geometry (same formula, charge and spin): 52.6 kcal/mol
E_tot: -4689.42558 Ha

```
! RIJCOSX wB97M-V def2-TZVPD def2/J DEFGRID3
* xyz 3 1
O -0.41 -1.12 1.69
C -0.06 -0.64 0.44
O -0.53 0.47 0.09
O 0.88 -1.24 -0.18
H -0.79 -0.26 2.00
C 0.42 6.85 -1.27
C -0.09 5.81 -0.27
C 0.60 5.88 1.09
N -0.03 5.04 2.15
C -1.42 5.57 2.51
C 0.89 5.05 3.43
C 0.91 3.59 3.87
C 0.96 2.87 2.56
C -0.17 3.54 1.82
H 0.03 7.82 -0.94
H 0.00 6.73 -2.27
H 1.49 7.06 -1.22
H 0.06 4.80 -0.65
H -1.18 5.87 -0.32
H 0.58 6.92 1.44
H 1.63 5.55 1.01
H -1.83 4.96 3.31
H -1.96 5.47 1.57
H -1.26 6.61 2.75
H 0.46 5.82 4.06
H 1.87 5.30 3.04
H 0.04 3.44 4.51
H 1.81 3.39 4.46
H 0.81 1.79 2.67
H 1.93 2.96 2.07
H -1.11 3.24 2.28
H -0.07 3.35 0.76
C 4.04 -3.99 -5.11
C 2.67 -4.34 -4.53
C 2.00 -3.12 -3.94
N 0.46 -3.20 -3.94
C -0.03 -4.06 -2.81
C -0.07 -1.80 -3.71
C -1.53 -1.86 -4.21
C -1.53 -2.87 -5.36
C -0.18 -3.59 -5.27
H 4.02 -3.33 -5.98
H 4.59 -4.90 -5.36
H 4.62 -3.42 -4.37
H 2.90 -5.04 -3.72
H 2.03 -4.86 -5.25
H 2.08 -2.23 -4.56
H 2.24 -2.96 -2.89
H -1.11 -4.17 -2.90
H 0.24 -3.73 -1.81
H 0.44 -5.03 -2.99
H -0.11 -1.54 -2.65
H 0.41 -1.09 -4.38
H -2.26 -2.13 -3.44
H -1.81 -0.85 -4.50
H -2.31 -3.61 -5.22
H -1.51 -2.41 -6.34
H -0.32 -4.66 -5.37
H 0.56 -3.21 -5.97
C -1.71 -4.27 0.92
C -0.21 -4.46 1.25
C 0.11 -4.31 2.72
N 1.55 -4.50 3.08
C 2.36 -3.44 2.39
C 2.14 -5.89 2.90
C 3.30 -6.05 3.89
C 3.10 -4.90 4.91
C 1.73 -4.33 4.59
H -2.32 -5.11 1.27
H -1.82 -4.44 -0.15
H -2.03 -3.27 1.22
H 0.21 -3.71 0.58
H 0.09 -5.45 0.90
H -0.39 -5.09 3.30
H -0.33 -3.39 3.12
H 2.68 -3.84 1.44
H 3.17 -3.04 3.00
H 1.72 -2.57 2.22
H 2.62 -5.93 1.92
H 1.30 -6.57 2.93
H 4.26 -5.91 3.40
H 3.25 -6.99 4.42
H 3.91 -4.18 4.82
H 3.13 -5.27 5.94
H 1.57 -3.29 4.88
H 0.96 -5.00 4.96
C 5.59 4.21 -2.17
C 5.29 3.05 -1.23
C 4.82 1.80 -1.98
N 3.93 0.89 -1.17
C 2.56 1.51 -1.16
C 4.34 0.61 0.28
C 4.17 -0.89 0.45
C 4.52 -1.42 -0.91
C 3.78 -0.46 -1.84
H 5.56 5.14 -1.61
H 4.80 4.27 -2.92
H 6.51 4.10 -2.73
H 4.57 3.34 -0.45
H 6.21 2.85 -0.67
H 5.65 1.18 -2.30
H 4.24 2.15 -2.83
H 2.04 1.41 -2.11
H 2.62 2.55 -0.86
H 1.95 0.99 -0.41
H 3.69 1.26 0.87
H 5.34 0.99 0.44
H 3.17 -1.21 0.75
H 4.77 -1.23 1.30
H 4.23 -2.46 -1.03
H 5.59 -1.44 -1.14
H 2.74 -0.79 -1.91
H 4.13 -0.51 -2.87
C -9.74 1.23 -0.55
C -8.63 1.53 0.47
C -7.27 1.27 -0.13
N -6.10 1.64 0.76
C -6.12 0.82 2.02
C -4.80 1.34 0.03
C -3.73 2.17 0.72
C -4.51 3.37 1.31
C -5.99 3.12 1.06
H -9.67 0.20 -0.92
H -9.66 1.84 -1.45
H -10.70 1.22 -0.03
H -8.82 0.98 1.40
H -8.75 2.56 0.83
H -7.13 1.90 -1.01
H -7.12 0.21 -0.30
H -5.25 1.14 2.59
H -6.12 -0.24 1.80
H -7.05 1.00 2.55
H -4.57 0.29 -0.10
H -5.02 1.74 -0.96
H -3.32 1.57 1.53
H -2.87 2.44 0.12
H -4.33 3.21 2.37
H -4.06 4.32 1.03
H -6.55 3.43 1.95
H -6.46 3.66 0.25
Br -1.86 0.84 4.17
*
```

These are the Mulliken partial charges, in e, on atoms 1 to 6:
1 O -0.06
2 C 0.01
3 O -0.68
4 O -0.07
5 H -0.10
6 C -1.51

=====

(2)
The following is a DFT calculation (ωB97M-V with the def2-TZVPD basis set) of a structure of composition C28H56AgF12N2O12 in a non-equilibrium geometry.

Properties
LUMO: 1.79 eV
energy relative to the best compared isomer or geometry (same formula, charge and spin): 117.2 kcal/mol
E_tot: -3458.00378 Ha

```
! RIJCOSX wB97M-V def2-TZVPD def2/J DEFGRID3
* xyz -1 1
Ag 1.34 1.08 0.08
C -2.38 1.38 -0.43
O -2.76 0.44 0.64
O -1.03 1.00 -0.66
C -3.31 1.27 -1.74
F -2.74 1.56 -2.94
F -3.89 0.13 -1.89
F -4.34 2.06 -1.65
C -3.56 0.90 1.66
C -4.31 -0.36 2.22
H -4.76 -0.18 3.19
H -5.07 -0.60 1.48
H -3.75 -1.27 2.44
H -4.26 1.72 1.52
H -3.04 1.24 2.55
H -2.48 2.38 -0.01
C 2.55 -2.04 -1.60
O 1.89 -2.83 -2.58
O 1.63 -1.11 -1.16
C 3.26 -2.87 -0.52
F 4.39 -3.47 -0.97
F 3.62 -2.19 0.60
F 2.43 -3.83 -0.07
C 2.50 -3.95 -3.22
C 1.53 -4.49 -4.31
H 1.15 -3.65 -4.89
H 1.90 -5.22 -5.03
H 0.65 -4.93 -3.85
H 2.84 -4.78 -2.61
H 3.38 -3.63 -3.79
H 3.33 -1.53 -2.16
C 0.83 1.69 4.89
O 0.32 1.65 6.22
O 1.87 0.71 4.77
C -0.35 1.86 3.90
F -0.67 3.15 3.72
F -0.05 1.47 2.69
F -1.46 1.24 4.24
C -0.20 2.90 6.74
C -0.33 2.76 8.26
H -1.06 1.99 8.52
H 0.70 2.59 8.57
H -0.61 3.69 8.76
H -1.21 2.96 6.33
H 0.45 3.76 6.56
H 1.43 2.60 4.82
C 3.50 2.76 1.55
O 2.30 3.21 0.94
O 3.50 1.40 1.39
C 4.73 3.56 0.96
F 4.73 4.83 1.25
F 5.95 2.96 1.21
F 4.70 3.54 -0.38
C 1.69 4.41 1.45
C 0.40 4.83 0.70
H -0.45 4.21 0.97
H 0.15 5.85 1.00
H 0.62 4.77 -0.37
H 2.34 5.28 1.50
H 1.40 4.25 2.49
H 3.41 3.02 2.61
C 3.30 2.06 -2.51
O 1.93 2.21 -2.16
C 1.15 2.68 -3.21
C 0.64 1.54 -4.16
N 0.22 0.38 -3.30
H 0.96 0.29 -2.61
H -0.45 0.54 -2.55
C -0.31 -1.00 -3.85
C -1.35 -0.94 -4.89
O -0.75 -0.45 -6.10
C -1.52 -0.80 -7.25
H 3.93 1.71 -1.68
H 3.72 2.98 -2.92
H 3.53 1.26 -3.22
H 1.60 3.47 -3.82
H 0.29 3.18 -2.76
H 1.48 1.20 -4.77
H -0.17 1.76 -4.84
H -0.66 -1.50 -2.95
H 0.62 -1.37 -4.30
H -2.27 -0.38 -4.71
H -1.74 -1.95 -4.97
H -1.47 -1.88 -7.41
H -1.05 -0.27 -8.08
H -2.53 -0.38 -7.15
C -1.61 -4.11 -2.16
O -2.40 -2.96 -1.77
C -2.96 -3.04 -0.42
C -1.93 -3.09 0.66
N -0.89 -2.03 0.60
H -0.53 -2.07 -0.34
H -1.31 -1.10 0.56
C 0.20 -2.03 1.68
C -0.35 -1.85 3.11
O -0.87 -3.12 3.48
C -1.73 -3.05 4.57
H -1.51 -4.02 -3.24
H -2.05 -5.08 -1.97
H -0.58 -4.00 -1.80
H -3.58 -3.93 -0.31
H -3.71 -2.32 -0.11
H -1.44 -4.05 0.82
H -2.45 -2.91 1.61
H 0.84 -1.17 1.49
H 0.90 -2.87 1.69
H -1.12 -1.08 3.12
H 0.42 -1.42 3.76
H -2.73 -2.76 4.22
H -1.33 -2.38 5.33
H -1.80 -4.03 5.03
*
```

These are the Mulliken partial charges, in e, on atoms 1 to 6:
1 Ag 1.79
2 C -0.60
3 O 0.10
4 O -1.02
5 C 0.47
6 F -0.30

=====

(3)
The following is a DFT calculation (ωB97M-V with the def2-TZVPD basis set) of a structure of composition C14H37BrN3O6V in a non-equilibrium geometry.

Properties
LUMO: 0.07 eV
energy relative to the best compared isomer or geometry (same formula, charge and spin): 36.7 kcal/mol
E_tot: -4689.30536 Ha

```
! RIJCOSX wB97M-V def2-TZVPD def2/J DEFGRID3
* xyz 0 1
O -9.47 -0.05 2.45
V -9.26 0.89 3.71
O -8.74 -0.05 4.90
Br -11.79 0.65 4.66
C -7.17 -6.44 12.79
O -8.22 -6.04 11.94
C -8.78 -4.76 12.29
C -10.02 -4.55 11.42
N -9.80 -3.87 10.13
C -9.00 -4.71 9.23
C -8.96 -4.14 7.82
O -10.16 -3.55 7.43
C -10.19 -3.19 6.07
H -6.43 -5.62 12.81
H -6.74 -7.30 12.30
H -7.48 -6.71 13.80
H -8.03 -4.07 11.88
H -9.02 -4.73 13.35
H -10.73 -3.92 11.96
H -10.56 -5.48 11.24
H -9.25 -3.05 10.36
H -9.33 -5.74 9.31
H -7.94 -4.69 9.54
H -8.63 -4.94 7.12
H -8.14 -3.41 7.67
H -11.25 -3.01 5.88
H -9.90 -4.02 5.42
H -9.61 -2.31 5.77
C -5.24 2.24 1.74
C -6.59 1.57 1.82
C -6.70 0.38 0.88
O -6.65 0.89 -0.43
C -7.25 0.05 -1.39
N -6.91 1.11 3.20
H -5.21 3.08 2.44
H -5.02 2.54 0.71
H -4.31 1.68 1.92
H -7.38 2.23 1.48
H -7.66 -0.11 1.04
H -5.93 -0.39 1.10
H -8.26 -0.27 -1.12
H -6.63 -0.85 -1.58
H -7.24 0.57 -2.34
H -6.20 0.42 3.45
H -6.57 1.86 3.81
C -8.86 5.18 5.29
C -9.54 4.02 4.56
C -9.29 4.12 3.06
O -9.54 2.82 2.53
C -9.70 2.87 1.11
N -8.96 2.76 5.10
H -9.06 5.15 6.36
H -9.39 6.12 5.04
H -7.81 5.27 5.04
H -10.62 4.04 4.72
H -8.31 4.52 2.77
H -10.03 4.80 2.64
H -9.67 1.85 0.74
H -8.92 3.46 0.63
H -10.71 3.19 0.86
H -9.65 2.35 5.73
H -8.17 2.98 5.70
*
```

These are the Mulliken partial charges, in e, on atoms 1 to 6:
1 O -0.54
2 V 0.86
3 O -0.47
4 Br -0.57
5 C -0.77
6 O -0.28

=====

Which of these has the lowest LUMO?
C41H91BrN5O3

=====

Look up the energy relative to the best compared isomer or geometry (same formula, charge and spin) of the second one.
117.2 kcal/mol